[1]
# C24H59AsCuF6N2O14P3

A molecular structure, C24H59AsCuF6N2O14P3 (ωB97M-V with the def2-TZVPD basis set, the Open Molecules 2025 dataset).

The geometry in XYZ format:
```
110
Properties=species:S:1:pos:R:3:forces:R:3
Cu -0.6247 -4.6231 -0.6580 -0.21 0.47 0.07
As -2.9579 0.0668 0.2486 -1.23 0.25 -0.03
F -3.3290 1.6986 -0.1604 0.37 -0.14 -0.14
F -1.9864 0.5909 1.6666 -0.99 -1.02 -1.31
F -2.8020 -1.7147 0.6338 0.46 1.56 -0.39
F -3.9274 -0.4753 -1.2539 1.49 0.47 1.98
F -1.4032 0.1891 -0.7249 -1.95 -0.89 1.03
F -4.4944 0.1411 1.2762 2.06 -0.72 -1.28
C -3.7991 -4.3071 -6.1198 2.93 -4.42 -0.50
O -3.1402 -5.3521 -6.4248 -0.68 2.10 1.04
N -4.8053 -3.9621 -6.8713 -0.94 1.90 0.08
C -5.7120 -2.8619 -6.4971 -0.41 -1.57 0.14
C -5.2679 -4.7649 -8.0021 0.31 -0.51 0.98
H -3.5050 -3.8072 -5.1839 -0.63 0.64 -0.42
H -6.4220 -3.3033 -5.7976 -0.50 0.09 -0.02
H -6.2364 -2.6880 -7.4367 -0.02 1.12 0.43
H -5.2844 -2.0378 -5.9261 0.40 0.13 -0.80
H -4.9525 -5.8057 -7.9281 0.32 0.21 0.29
H -6.3460 -4.7871 -7.8426 -0.13 0.18 -1.02
H -4.8486 -4.3787 -8.9311 -0.64 0.16 -0.13
C -11.3338 0.8497 -0.0775 -1.30 1.22 -1.11
O -12.3203 1.0568 0.6241 1.21 -0.57 0.13
N -10.5563 -0.2260 -0.1568 0.17 -2.01 -0.70
C -9.7512 -0.5659 -1.3841 0.77 0.72 1.63
C -10.7721 -1.3014 0.8413 1.10 1.09 -0.68
H -11.0336 1.5819 -0.8430 -0.03 0.27 -0.04
H -9.9392 -1.5442 -1.8265 -0.89 0.19 0.02
H -8.7143 -0.6553 -1.0603 0.20 0.10 0.07
H -9.7421 0.2460 -2.1113 -0.48 -0.13 0.04
H -10.2789 -0.9135 1.7325 -0.46 -0.37 0.44
H -11.8383 -1.4830 0.9767 0.23 -0.22 0.08
H -10.1669 -2.1410 0.4993 -0.50 -0.28 0.13
C 2.3536 5.3544 -0.7677 1.09 -0.86 -0.02
C 2.7709 4.5980 0.4688 -2.15 -0.89 0.46
O 4.1411 4.4585 0.6221 2.63 0.24 0.13
P 4.7535 3.3781 1.6084 0.55 0.09 1.59
O 4.4598 1.9726 1.2835 0.17 0.97 0.39
O 4.2561 3.8871 3.1300 0.58 -0.14 -3.11
C 3.5011 3.0025 3.9160 0.98 -1.24 2.28
C 4.0647 3.2005 5.3715 -0.60 0.11 -1.00
O 6.3401 3.6943 1.6633 -1.33 -1.68 -0.96
C 6.8982 4.9449 1.9076 0.13 2.11 0.42
C 8.4391 5.0660 1.8214 -1.07 -0.46 0.73
H 2.8480 6.3229 -0.6928 -0.78 0.37 -0.41
H 2.7284 4.8355 -1.6500 0.30 0.05 -0.05
H 1.2728 5.2608 -0.8744 -0.01 0.85 0.29
H 2.3820 5.0828 1.3642 -0.14 0.14 0.07
H 2.3583 3.5895 0.4420 -0.34 -0.08 -0.04
H 2.4261 3.1743 3.8634 0.04 0.36 -0.05
H 3.6697 1.9610 3.6423 0.03 0.06 -0.37
H 3.6911 4.1791 5.6728 0.05 -0.19 0.64
H 3.8215 2.3785 6.0447 -0.58 0.25 0.05
H 5.1538 3.2374 5.3954 0.02 0.07 -0.49
H 6.4568 5.6849 1.2400 -0.04 -0.04 -0.33
H 6.5500 5.2408 2.8972 0.31 0.19 0.28
H 8.8476 4.6610 0.8956 0.01 0.02 0.16
H 8.6867 6.1209 1.9398 -0.10 0.09 -0.37
H 8.8664 4.6117 2.7154 0.25 -0.45 -0.30
C 4.1071 2.2421 -9.2947 0.03 0.07 0.53
C 5.1662 2.0694 -8.1989 1.59 -0.72 -2.15
O 4.7754 1.3861 -7.0504 -2.46 -0.11 2.88
P 3.9209 2.1064 -5.8699 0.92 1.49 -0.35
O 3.8760 1.4276 -4.5590 -0.45 -0.06 -1.60
O 4.7489 3.5052 -5.7889 -0.46 -0.59 -0.17
C 6.0699 3.5966 -5.2459 1.03 2.55 1.41
C 6.3547 5.1054 -4.9756 -0.40 0.60 -0.25
O 2.5142 2.5977 -6.5902 3.18 0.49 0.43
C 1.3840 1.7906 -6.4168 0.76 -1.78 1.70
C 0.1511 2.5610 -6.3101 -1.62 0.27 -0.66
H 3.4034 2.9907 -8.9307 -0.49 -0.42 -0.08
H 4.4461 2.6422 -10.2502 0.73 0.03 0.22
H 3.6742 1.2737 -9.5456 -0.44 0.13 0.30
H 5.9093 1.3067 -8.4314 0.46 0.57 -1.40
H 5.7045 3.0024 -8.0321 -0.25 0.08 0.48
H 6.2481 3.1397 -4.2724 -0.83 -0.71 -0.16
H 6.9427 3.3548 -5.8523 -0.69 -0.95 -0.85
H 6.5148 5.6720 -5.8929 -0.12 -0.19 -0.29
H 5.5689 5.6500 -4.4520 -0.38 -0.44 0.04
H 7.2410 5.3242 -4.3800 0.24 -0.69 0.06
H 1.3279 0.9748 -7.1376 0.06 0.30 -0.58
H 1.5787 1.2790 -5.4743 -0.48 -0.30 0.27
H 0.0731 3.2331 -5.4555 0.24 -0.06 -0.10
H -0.0743 3.0809 -7.2413 0.11 0.34 0.05
H -0.6326 1.8066 -6.2416 -0.29 0.09 0.28
C -2.5514 -7.5606 8.3862 0.91 0.43 1.39
C -2.0590 -6.6061 9.5112 -1.80 -1.14 -1.75
O -0.7904 -6.1732 9.0991 0.89 1.57 0.03
P -0.5389 -4.7028 8.5089 1.18 2.27 1.59
O -0.4112 -3.5546 9.5428 -0.80 -3.33 -3.14
O 0.8170 -4.9485 7.6758 -1.80 0.83 0.29
C 2.1007 -4.5802 8.1325 1.21 -0.65 0.59
C 2.9447 -4.4441 6.9210 0.55 -0.48 -1.37
O -1.5991 -4.6312 7.2942 0.69 -2.35 2.29
C -1.6668 -3.6443 6.3114 0.50 0.55 0.42
C -2.1550 -2.4167 7.0070 -0.89 2.32 -1.87
H -1.8805 -8.4109 8.5085 -0.51 -0.49 -0.42
H -3.5957 -7.7539 8.6315 0.02 -0.48 -0.58
H -2.3546 -7.1031 7.4165 -0.48 -0.02 0.07
H -2.8295 -5.8356 9.5398 0.47 0.52 0.61
H -2.0245 -7.2063 10.4204 0.32 0.58 0.23
H 2.2386 -3.7059 8.7686 -1.05 -0.07 0.23
H 2.4357 -5.4986 8.6147 0.36 0.40 0.78
H 3.9518 -4.0448 7.0411 -0.09 -0.02 0.52
H 3.0391 -5.4722 6.5715 0.23 0.14 -0.67
H 2.4754 -3.8421 6.1429 -0.17 0.01 0.05
H -0.6899 -3.5589 5.8354 0.20 0.36 0.09
H -2.3254 -4.0335 5.5349 -0.32 0.25 0.18
H -3.2152 -2.4600 7.2564 0.15 -0.48 0.54
H -1.5685 -1.9101 7.7735 0.19 -0.98 0.28
H -2.1878 -1.6399 6.2430 0.02 0.30 -0.38
```
Positions in Å, forces in eV/Å.

- energy above the lowest of the compared OMol25 structures with the same formula, charge and spin (kJ/mol) = 1069.24
- LUMO level (eV) = -5.2
- E_HOMO (eV) = -9.08
- multiplicity = 1
- net charge = 0
- HOMO-LUMO gap (eV) = 3.832

---

[2]
# C4H6BrIO

C4H6BrIO in the gas phase (ωB97M-V with the def2-TZVPD basis set, the Open Molecules 2025 dataset).

The geometry in XYZ format:
```
13
Properties=species:S:1:pos:R:3:forces:R:3
C -0.7027 -0.5090 -0.4830 -2.27 -0.23 -0.14
C -1.4293 -1.3422 0.5770 2.76 4.08 1.39
C 1.6891 2.3077 0.4709 0.10 -0.57 2.16
C 0.3027 -0.9935 -1.2600 0.63 0.52 -0.73
O -1.1269 0.7142 -0.6425 0.22 -1.38 -0.65
Br 0.8597 -2.7855 -1.2761 -0.05 0.27 0.01
I -0.3015 2.4722 0.7992 1.13 0.45 0.20
H -1.2429 -2.3464 0.6196 0.73 -2.51 -0.24
H -2.4847 -1.1665 0.7101 -0.06 0.64 -0.01
H -0.7172 -0.8280 1.4036 -2.24 -1.38 -0.54
H 2.1397 2.9222 -0.3002 -0.04 -0.22 0.17
H 2.2549 1.8881 1.3879 -0.85 0.77 -2.04
H 0.7591 -0.3332 -2.0065 -0.06 -0.44 0.41
```
Positions in Å, forces in eV/Å.

- energy above the lowest of the compared OMol25 structures with the same formula, charge and spin (kJ/mol) = 378.34
- LUMO level (alpha / beta) (eV) = -0.7 / -1.7
- E_HOMO (alpha / beta) (eV) = -8.50 / -7.81
- multiplicity = 1
- net charge = 0
- HOMO-LUMO gap (alpha / beta) (eV) = 7.816 / 6.133

---

[3]
# C2H3CsFO2

A molecular structure, C2H3CsFO2 (ωB97M-V with the def2-TZVPD basis set, the Open Molecules 2025 dataset).

The geometry in XYZ format:
```
9
Properties=species:S:1:pos:R:3:forces:R:3
C -2.0890 -1.9104 -0.1603 -3.26 1.29 0.10
C -2.5789 -0.8337 0.5176 2.24 -1.87 0.08
H -2.3937 -2.8874 0.2234 0.19 0.29 -0.10
H -2.0243 -1.8296 -1.2523 1.22 0.00 0.61
F -2.0796 0.4070 0.2224 -0.66 0.42 -0.48
H -3.0233 -0.8334 1.5115 0.16 -0.02 -0.20
O 1.2254 -1.5644 0.6521 -0.70 0.38 -1.15
O 0.4303 -1.6976 -0.4365 1.15 0.66 0.96
Cs 1.2595 1.3171 -0.3467 -0.33 -1.16 0.19
```
Positions in Å, forces in eV/Å.

- energy above the lowest of the compared OMol25 structures with the same formula, charge and spin (kJ/mol) = 157.32
- LUMO level (alpha / beta) (eV) = -0.6 / -0.6
- E_HOMO (alpha / beta) (eV) = -6.41 / -5.88
- multiplicity = 2
- net charge = 0
- HOMO-LUMO gap (alpha / beta) (eV) = 5.809 / 5.279